ORCA calculation (ωB97M-V/def2-TZVPD) on an isolated molecule of C19H18ClN3O2.

Last columns: bonded neighbours and bond lengths (Å).
Element x y z (Å)
1 C -2.13 -3.32 -1.63  C2 1.533, H26 1.084, H27 1.112, H28 1.083
2 C -1.49 -1.93 -1.57  C1 1.533, C3 1.587, O4 1.436, C24 1.550
3 C -0.33 -1.87 -2.66  C2 1.587, H29 1.110, H30 1.120, H31 1.091
4 O -2.46 -0.93 -1.92  C2 1.436, C5 1.372
5 C -2.47 0.32 -1.35  O4 1.372, C6 1.396, C10 1.386
6 C -3.36 1.28 -1.84  C5 1.396, C7 1.384, H32 1.101
7 C -3.49 2.51 -1.23  C6 1.384, N8 1.354, H33 1.093
8 N -2.69 2.84 -0.18  C7 1.354, C9 1.339
9 C -1.84 1.92 0.30  N8 1.339, C10 1.395, H34 1.072
10 C -1.67 0.67 -0.27  C5 1.386, C9 1.395, C11 1.501
11 C -0.58 -0.26 0.18  C10 1.501, N12 1.479, C24 1.531, H35 1.098
12 N -0.17 -0.04 1.58  C11 1.479, N13 1.365, C16 1.384
13 N -0.98 -0.35 2.63  N12 1.365, C14 1.300
14 C -0.38 -0.02 3.73  N13 1.300, C15 1.470, H36 1.083
15 C 0.94 0.55 3.39  C14 1.470, C16 1.360, H37 1.074
16 C 0.99 0.56 2.03  N12 1.384, C15 1.360, C17 1.463
17 C 2.20 0.99 1.33  C16 1.463, C18 1.411, C23 1.397
18 C 2.76 0.17 0.32  C17 1.411, C19 1.421, H38 1.079
19 C 3.91 0.59 -0.39  C18 1.421, C20 1.390, H39 1.072
20 C 4.56 1.76 -0.01  C19 1.390, Cl21 1.800, C22 1.390
21 Cl 5.99 2.31 -0.95  C20 1.800
22 C 4.04 2.55 1.01  C20 1.390, C23 1.378, H40 1.087
23 C 2.87 2.17 1.64  C17 1.397, C22 1.378, H41 1.089
24 C -1.00 -1.70 -0.12  C2 1.550, C11 1.531, O25 1.394, H42 1.064
25 O 0.08 -2.52 0.22  C24 1.394, H43 0.981
26 H -2.66 -3.47 -2.56  C1 1.084
27 H -2.84 -3.45 -0.79  C1 1.112
28 H -1.37 -4.09 -1.49  C1 1.083
29 H 0.20 -0.90 -2.66  C3 1.110
30 H -0.67 -2.06 -3.71  C3 1.120
31 H 0.40 -2.65 -2.45  C3 1.091
32 H -3.92 1.04 -2.76  C6 1.101
33 H -4.19 3.22 -1.68  C7 1.093
34 H -1.33 2.24 1.19  C9 1.072
35 H 0.27 -0.02 -0.46  C11 1.098
36 H -0.85 -0.09 4.71  C14 1.083
37 H 1.69 0.88 4.07  C15 1.074
38 H 2.27 -0.78 0.16  C18 1.079
39 H 4.34 -0.03 -1.15  C19 1.072
40 H 4.54 3.48 1.25  C22 1.087
41 H 2.42 2.85 2.37  C23 1.089
42 H -1.83 -1.92 0.52  C24 1.064
43 H 0.23 -2.50 1.19  O25 0.981

As for the SMILES: CC1(C)Oc2ccncc2[C@@H](n2nccc2-c2ccc(Cl)cc2)[C@@H]1O. For the HOMO-LUMO gap, the calculation gives 0.350 Ha. The calculated total energy is -1509.745458 Eh. The calculation puts the highest occupied orbital energy at -0.3303 Eh. The energy relative to the best compared isomer or geometry (same formula, charge and spin) comes out at 0.0 kcal per mole.



ORCA calculation (ωB97M-V/def2-TZVPD) on a cluster of 3 separate species, C15H31FN2O7 in total.

Last columns: bonded neighbours and bond lengths (Å).
Element x y z (Å)
1 C -1.53 -2.03 -3.40  O2 1.415, H14 1.093, H15 1.088, H16 1.092
2 O -0.63 -1.84 -2.33  C1 1.415, C3 1.406
3 C 0.70 -1.64 -2.75  O2 1.406, C4 1.505, H17 1.091, H18 1.097
4 C 0.91 -0.41 -3.58  C3 1.505, O5 1.444, C9 1.513, H19 1.099
5 O 0.51 -0.46 -4.97  C4 1.444, C6 1.372
6 C 0.98 0.72 -5.50  O5 1.372, O7 1.187, O8 1.357
7 O 0.57 1.22 -6.50  C6 1.187
8 O 1.97 1.21 -4.71  C6 1.357, C9 1.456
9 C 2.31 0.13 -3.80  C4 1.513, O8 1.456, C10 1.514, H20 1.095
10 C 3.17 0.55 -2.63  C9 1.514, C11 1.499, H21 1.085, H22 1.092
11 C 4.62 0.35 -2.94  C10 1.499, O12 1.184, F13 1.342
12 O 5.29 -0.55 -2.58  C11 1.184
13 F 5.11 1.30 -3.75  C11 1.342
14 H -1.18 -2.79 -4.10  C1 1.093
15 H -2.48 -2.37 -2.97  C1 1.088
16 H -1.72 -1.11 -3.95  C1 1.092
17 H 1.28 -1.49 -1.83  C3 1.091
18 H 1.09 -2.54 -3.23  C3 1.097
19 H 0.34 0.41 -3.12  C4 1.099
20 H 2.83 -0.59 -4.44  C9 1.095
21 H 2.93 -0.02 -1.73  C10 1.085
22 H 3.00 1.61 -2.43  C10 1.092
23 C -0.06 -1.48 4.15  O24 1.415, H29 1.094, H30 1.092, H31 1.090
24 O -0.42 -1.23 2.80  C23 1.415, C25 1.414
25 C 0.61 -0.73 1.98  O24 1.414, C26 1.534, H32 1.094, H33 1.099
26 C 1.55 -1.79 1.40  C25 1.534, C27 1.525, N28 1.465, H34 1.097
27 C 2.56 -2.33 2.41  C26 1.525, H35 1.090, H36 1.089, H37 1.092
28 N 0.83 -2.91 0.80  C26 1.465, H38 1.018, H39 1.016
29 H 0.67 -0.74 4.51  C23 1.094
30 H 0.35 -2.48 4.29  C23 1.092
31 H -0.97 -1.40 4.75  C23 1.090
32 H 0.10 -0.24 1.14  C25 1.094
33 H 1.17 0.05 2.51  C25 1.099
34 H 2.12 -1.30 0.61  C26 1.097
35 H 2.10 -3.04 3.10  C27 1.090
36 H 3.36 -2.87 1.89  C27 1.089
37 H 3.02 -1.53 2.99  C27 1.092
38 H 0.23 -2.56 0.05  N28 1.018
39 H 0.18 -3.27 1.49  N28 1.016
40 C -2.54 2.56 0.09  O41 1.414, H46 1.094, H47 1.093, H48 1.090
41 O -2.00 1.61 0.99  C40 1.414, C42 1.415
42 C -1.64 2.12 2.26  O41 1.415, C43 1.533, H49 1.092, H50 1.099
43 C -2.79 2.22 3.26  C42 1.533, C44 1.525, N45 1.465, H51 1.095
44 C -3.73 3.40 3.02  C43 1.525, H52 1.090, H53 1.089, H54 1.092
45 N -3.58 0.98 3.33  C43 1.465, H55 1.016, H56 1.016
46 H -2.08 3.54 0.21  C40 1.094
47 H -3.62 2.65 0.20  C40 1.093
48 H -2.34 2.20 -0.92  C40 1.090
49 H -0.92 1.40 2.66  C42 1.092
50 H -1.12 3.08 2.15  C42 1.099
51 H -2.33 2.36 4.25  C43 1.095
52 H -4.41 3.21 2.18  C44 1.090
53 H -4.35 3.57 3.90  C44 1.089
54 H -3.18 4.31 2.82  C44 1.092
55 H -2.97 0.21 3.59  N45 1.016
56 H -3.87 0.75 2.38  N45 1.016

As for the SMILES: COC[C@@H]1OC(=O)O[C@H]1CC(=O)F.COC[C@@H](C)N.COC[C@@H](C)N. For the HOMO-LUMO gap, the calculation gives 0.352 Ha. The calculated total energy is -1326.155787 Eh. The calculation puts the highest occupied orbital energy at -0.3404 Eh.



ORCA calculation (ωB97M-V/def2-TZVPD) on an isolated molecule of C3H5N3.

Last columns: bonded neighbours and bond lengths (Å).
Element x y z (Å)
1 H 1.43 -1.92 1.67  N2 1.026
2 N 1.55 -1.10 1.07  H1 1.026, C3 1.268
3 C 0.46 -0.84 0.46  N2 1.268, C4 1.563, H8 1.099
4 C 0.44 0.32 -0.58  C3 1.563, N5 1.432, C6 1.479, H9 1.032
5 N -0.85 0.92 -0.45  C4 1.432, H10 1.010, H11 0.992
6 C 0.72 -0.46 -1.81  C4 1.479, N7 1.159
7 N 0.76 -1.10 -2.77  C6 1.159
8 H -0.56 -1.23 0.58  C3 1.099
9 H 1.30 0.87 -0.50  C4 1.032
10 H -0.93 1.63 -1.16  N5 1.010
11 H -1.60 0.27 -0.46  N5 0.992

As for the SMILES: [H]/N=C/[C@H](N)C#N. For the HOMO-LUMO gap, the calculation gives 0.415 Ha. The calculated total energy is -281.529201 Eh. The calculation puts the highest occupied orbital energy at -0.3850 Eh. The energy relative to the best compared isomer or geometry (same formula, charge and spin) comes out at 38.2 kcal per mole.